# 1
Formula: C3H3ClN2
Source: the Open Molecules 2025 dataset
Level of theory: ωB97M-V/def2-TZVPD

Positions of all 9 atoms, in Å:
1 Cl 1.994 -0.017 -0.005
2 C 0.267 -0.020 -0.007
3 C -0.538 1.164 0.014
4 N -1.842 0.756 0.003
5 N -1.803 -0.584 -0.015
6 C -0.548 -1.111 0.019
7 H -0.374 2.218 0.012
8 H -2.686 -1.128 -0.066
9 H -0.404 -2.194 0.068

Summary:
HOMO: -9.290 eV
LUMO: 0.90 eV
energy relative to the best compared isomer or geometry (same formula, charge and spin): 49.6 kJ/mol
E_tot: -685.796558 hartree
spin multiplicity: 1
SMILES: Clc1cn[nH]c1
HOMO-LUMO gap: 10.19 eV

# 2
Formula: C3H3ClN2S
Source: the Open Molecules 2025 dataset
Level of theory: ωB97M-V/def2-TZVPD

Positions of all 10 atoms, in Å:
1 C 0.627 0.423 0.287
2 C -0.203 -0.363 -0.409
3 C -0.371 1.489 1.071
4 N -1.484 -0.163 -0.521
5 N 0.295 -1.523 -1.045
6 S -1.910 1.159 0.481
7 Cl 0.262 2.442 2.268
8 H 1.680 0.164 0.437
9 H 1.261 -1.621 -0.834
10 H -0.157 -2.007 -1.736

Summary:
HOMO (alpha / beta): -6.187 / -8.584 eV
LUMO (alpha / beta): 0.81 / -2.38 eV
expectation value of S²: 2.03
energy relative to the best compared isomer or geometry (same formula, charge and spin): 107.5 kJ/mol
E_tot: -1083.846186 hartree
spin multiplicity: 3
HOMO-LUMO gap (alpha / beta): 7.00 / 6.20 eV

# 3
Formula: C3H3ClNO4
Source: the Open Molecules 2025 dataset
Level of theory: ωB97M-V/def2-TZVPD

Positions of all 12 atoms, in Å:
1 C 1.726 -0.130 -0.036
2 C -1.114 -1.096 0.950
3 C 0.246 0.055 -0.690
4 N -0.265 1.363 -0.736
5 O 1.853 0.073 1.145
6 O -0.179 1.985 -1.803
7 O 2.548 -0.367 -0.892
8 O -0.786 1.769 0.295
9 Cl -2.546 -0.150 1.089
10 H -1.424 -2.092 0.688
11 H -0.393 -1.011 1.702
12 H 0.336 -0.400 -1.713

Summary:
HOMO: -4.770 eV
LUMO: 2.95 eV
energy relative to the best compared isomer or geometry (same formula, charge and spin): 341.8 kJ/mol
E_tot: -931.895935 hartree
charge: -1
spin multiplicity: 1
HOMO-LUMO gap: 7.72 eV

# 4
Formula: C3H3ClO
Source: the Open Molecules 2025 dataset
Level of theory: ωB97M-V/def2-TZVPD

Positions of all 8 atoms, in Å:
1 C -0.433 -0.412 -0.477
2 C -1.544 -1.561 -0.765
3 C 0.280 0.857 0.593
4 O -0.354 -1.870 -0.382
5 Cl 1.893 0.320 0.897
6 H 0.069 -0.078 -1.410
7 H -0.208 0.959 1.576
8 H 0.296 1.785 -0.031

Summary:
HOMO: -9.804 eV
LUMO: 0.39 eV
energy relative to the best compared isomer or geometry (same formula, charge and spin): 395.6 kJ/mol
E_tot: -651.357783 hartree
spin multiplicity: 1
HOMO-LUMO gap: 10.19 eV

# 5
Formula: C3H3ClO
Source: the Open Molecules 2025 dataset
Level of theory: ωB97M-V/def2-TZVPD

Positions of all 8 atoms, in Å:
1 C -0.483 -0.379 1.031
2 C 0.259 -0.680 1.931
3 C -0.127 0.507 -1.182
4 O -1.035 0.352 -0.208
5 Cl 0.944 -1.428 3.195
6 H 0.899 0.461 -1.005
7 H -0.306 1.421 -1.659
8 H -0.151 -0.254 -2.102

Summary:
HOMO (alpha / beta): -5.667 / -10.155 eV
LUMO (alpha / beta): 0.63 / -3.09 eV
expectation value of S²: 2.01
energy relative to the best compared isomer or geometry (same formula, charge and spin): 333.7 kJ/mol
E_tot: -651.216353 hartree
spin multiplicity: 3
HOMO-LUMO gap (alpha / beta): 6.30 / 7.06 eV

# 6
Formula: C3H3ClO2
Source: the Open Molecules 2025 dataset
Level of theory: ωB97M-V/def2-TZVPD

Positions of all 9 atoms, in Å:
1 O 2.562 -0.445 -0.489
2 C 1.555 -0.734 0.001
3 O 0.670 -1.186 0.752
4 C -0.282 -0.561 -0.319
5 C -0.932 0.662 0.161
6 Cl 0.203 2.071 0.058
7 H -0.752 -1.327 -0.897
8 H -1.238 0.621 1.206
9 H -1.785 0.898 -0.473

Summary:
HOMO: -8.749 eV
LUMO: 0.67 eV
energy relative to the best compared isomer or geometry (same formula, charge and spin): 259.4 kJ/mol
E_tot: -726.681114 hartree
spin multiplicity: 1
SMILES: O=C1O[C@H]1CCl
HOMO-LUMO gap: 9.42 eV

# 7
Formula: C3H3ClO2
Source: the Open Molecules 2025 dataset
Level of theory: ωB97M-V/def2-TZVPD

Positions of all 9 atoms, in Å:
1 C 0.240 -1.054 -0.278
2 C 0.757 0.290 0.044
3 O 1.843 0.786 -0.022
4 C -0.530 1.168 0.517
5 O -0.567 1.875 1.468
6 Cl -1.857 1.008 -0.608
7 H 0.992 -1.771 -0.661
8 H -0.669 -0.829 -1.017
9 H -0.209 -1.474 0.558

Summary:
HOMO: -10.156 eV
LUMO: -0.08 eV
energy relative to the best compared isomer or geometry (same formula, charge and spin): 59.0 kJ/mol
E_tot: -726.757470 hartree
spin multiplicity: 1
SMILES: CC(=O)C(=O)Cl
HOMO-LUMO gap: 10.07 eV

# 8
Formula: C3H3ClOS
Source: the Open Molecules 2025 dataset
Level of theory: ωB97M-V/def2-TZVPD

Positions of all 9 atoms, in Å:
1 C 1.030 -0.141 -0.425
2 C -0.392 0.366 -0.387
3 C -0.061 -1.043 0.002
4 O -1.840 1.566 1.503
5 S -0.464 1.147 1.206
6 Cl -0.524 -2.427 0.640
7 H 1.275 -0.257 -1.512
8 H 1.689 0.120 0.291
9 H -0.712 0.669 -1.319

Summary:
HOMO (alpha / beta): -8.040 / -8.460 eV
LUMO (alpha / beta): -0.65 / -0.17 eV
energy relative to the best compared isomer or geometry (same formula, charge and spin): 407.0 kJ/mol
E_tot: -1049.559385 hartree
spin multiplicity: 1
HOMO-LUMO gap (alpha / beta): 7.39 / 8.29 eV

# 9
Formula: C3H3ClS
Source: the Open Molecules 2025 dataset
Level of theory: ωB97M-V/def2-TZVPD

Positions of all 8 atoms, in Å:
1 C -0.863 1.525 0.424
2 C -1.584 0.635 0.077
3 Cl -2.792 -0.447 -0.115
4 H 0.035 1.973 0.726
5 C 1.226 -1.003 -0.360
6 S 2.253 -0.342 0.628
7 H 0.562 -0.242 -0.942
8 H 1.162 -2.098 -0.439

Summary:
HOMO: -8.845 eV
LUMO: -0.26 eV
energy relative to the best compared isomer or geometry (same formula, charge and spin): 245.3 kJ/mol
E_tot: -974.350225 hartree
spin multiplicity: 1
SMILES: C#CCl.C=S
HOMO-LUMO gap: 8.59 eV

# 10
Formula: C3H3ClS2
Source: the Open Molecules 2025 dataset
Level of theory: ωB97M-V/def2-TZVPD

Positions of all 9 atoms, in Å:
1 C -2.146 -0.132 0.123
2 C -0.922 0.001 -0.342
3 Cl -0.710 0.317 -2.010
4 C 0.271 -0.024 0.554
5 S 0.306 0.462 2.114
6 S 1.743 -0.643 -0.071
7 H -2.970 -0.077 -0.577
8 H -2.248 -0.225 1.217
9 H 1.279 -1.259 -1.159

Summary:
HOMO: -8.986 eV
LUMO: -0.92 eV
energy relative to the best compared isomer or geometry (same formula, charge and spin): 38.8 kJ/mol
E_tot: -1372.635853 hartree
spin multiplicity: 1
SMILES: C=C(Cl)C(=S)S
HOMO-LUMO gap: 8.06 eV

# 11
Formula: C3H3CoO3
Source: the Open Molecules 2025 dataset
Level of theory: ωB97M-V/def2-TZVPD

Positions of all 10 atoms, in Å:
1 O -0.622 0.504 -1.150
2 Co -3.627 -1.064 -0.606
3 O -1.945 -1.123 -0.322
4 C -0.884 -0.533 -0.575
5 O 0.208 -1.085 0.220
6 C 1.201 -0.318 0.550
7 C 1.105 1.096 0.388
8 H 2.146 -0.836 0.726
9 H 1.096 1.706 1.293
10 H 1.323 1.652 -0.524

Summary:
HOMO (alpha / beta): -17.716 / -20.662 eV
LUMO (alpha / beta): -11.51 / -13.02 eV
expectation value of S²: 6.01
energy relative to the best compared isomer or geometry (same formula, charge and spin): 105.9 kJ/mol
E_tot: -1723.665072 hartree
charge: +2
spin multiplicity: 5
HOMO-LUMO gap (alpha / beta): 6.20 / 7.65 eV

# 12
Formula: C3H3CuF6NO7S3
Source: the Open Molecules 2025 dataset
Level of theory: ωB97M-V/def2-TZVPD

Positions of all 24 atoms, in Å:
1 Cu -0.511 -0.567 0.233
2 F -1.085 0.263 -2.665
3 C -1.357 1.550 -2.450
4 F -0.613 2.287 -3.266
5 F -2.645 1.765 -2.737
6 S -1.078 1.990 -0.678
7 O -2.001 1.131 0.024
8 O -1.245 3.407 -0.628
9 N 0.348 1.419 -0.261
10 S 1.727 1.628 -1.072
11 O 2.146 0.390 -1.649
12 O 1.814 2.838 -1.831
13 C 2.821 1.894 0.390
14 F 2.696 0.921 1.283
15 F 2.539 3.058 0.978
16 F 4.091 1.931 -0.029
17 C -1.640 -3.520 2.325
18 S -0.287 -2.995 1.300
19 O 0.270 -1.798 1.940
20 O 0.590 -4.135 1.207
21 O -0.891 -2.576 0.016
22 H -1.231 -3.789 3.296
23 H -2.102 -4.386 1.854
24 H -2.356 -2.707 2.422

Summary:
HOMO: -5.518 eV
LUMO: 2.94 eV
energy relative to the best compared isomer or geometry (same formula, charge and spin): 0.0 kJ/mol
E_tot: -4131.912123 hartree
charge: -1
spin multiplicity: 1
HOMO-LUMO gap: 8.46 eV